Record 1
Density functional theory data (the ωB97M-V functional and the def2-TZVPD basis) for one molecule with the formula C7H9F3N2 in a non-equilibrium geometry.

Output
lowest unoccupied orbital energy: 0.025 Ha
structure (SMILES): CN\C=N/C=C\C=C\C(F)(F)F
largest force on an atom: 0.093 Eh/bohr
electronic energy: -681.13570 hartree
frontier orbital gap: 8.31 eV

Each line ends with the Löwdin charge.
Atoms and positions in Å:
C (1.24614, -1.30944, 1.99294)  -0.116
C (0.59183, -0.06675, 1.84139)  -0.116
C (1.44872, -1.88198, 0.79263)  -0.192
C (0.80220, 0.91636, 0.94159)  -0.070
C (0.33102, -0.62484, -0.96687)  -0.269
C (-1.86828, -0.06166, -2.16510)  -0.059
C (0.06256, 2.14185, 0.62318)  -0.576
N (1.05265, -1.41132, -0.35261)  0.064
N (-0.94882, -0.79994, -1.29717)  0.026
F (0.85091, 2.89241, -0.18154)  0.108
F (-1.24719, 2.02827, 0.22212)  0.097
F (-0.11438, 2.95190, 1.72655)  0.077
H (1.42688, -1.97296, 2.87119)  0.113
H (-0.33541, 0.16358, 2.47385)  0.146
H (1.88453, -2.85716, 0.79828)  0.107
H (1.78523, 0.85932, 0.33907)  0.158
H (0.85581, 0.15397, -1.56330)  0.160
H (-2.23127, -0.65998, -2.99024)  0.076
H (-2.77271, 0.27489, -1.61679)  0.095
H (-1.37557, 0.77010, -2.58914)  0.068
H (-1.44486, -1.50663, -0.90002)  0.102


Record 2
Density functional theory data (the ωB97M-V functional and the def2-TZVPD basis) for a 8-piece molecular cluster, C19H48N2O12S3 overall in a non-equilibrium geometry.

Output
lowest unoccupied orbital energy: -0.008 Ha
structure (SMILES): CCOS(C)(=O)=O.CCOS(C)(=O)=O.CCOS(C)(=O)=O.CC#N.CC#N.CCO.CCO.CCO
largest force on an atom: 0.095 Eh/bohr
electronic energy: -2959.43719 hartree
frontier orbital gap: 9.86 eV

Each line ends with the Löwdin charge.
Atoms and positions in Å:
C (-6.06459, 23.05558, -29.51743)  -0.095
C (-7.52844, 22.61751, -29.29709)  -0.318
O (-7.79791, 21.48295, -30.08654)  -0.082
H (-5.67216, 23.82858, -28.85671)  0.067
H (-5.75668, 23.34143, -30.52321)  0.070
H (-5.43765, 22.21218, -29.22808)  0.062
H (-8.13098, 23.48951, -29.55139)  0.111
H (-7.63089, 22.20774, -28.29225)  0.110
H (-7.27320, 20.86663, -29.57037)  0.074
C (-12.28981, 34.89683, -30.92226)  -0.109
C (-13.49951, 35.51396, -31.54397)  -0.320
O (-13.64407, 36.88909, -31.14961)  -0.079
H (-12.48942, 34.64119, -29.88163)  0.069
H (-11.40907, 35.50530, -31.12764)  0.083
H (-12.03855, 33.90458, -31.29698)  0.064
H (-14.40806, 35.04830, -31.16213)  0.107
H (-13.36261, 35.22266, -32.58536)  0.109
H (-14.10792, 36.98497, -30.31458)  0.079
C (-10.95886, 31.98398, -35.61448)  -0.097
C (-11.73595, 31.00519, -34.83895)  -0.396
O (-12.80187, 30.46119, -35.53189)  -0.044
H (-11.60509, 32.83744, -35.81966)  0.083
H (-10.59229, 31.53965, -36.53984)  0.076
H (-10.05763, 32.23316, -35.05431)  0.079
H (-12.11791, 31.51188, -33.95268)  0.105
H (-11.04506, 30.28671, -34.39785)  0.107
H (-12.71251, 29.50536, -35.53415)  0.087
C (-9.57149, 29.54275, -30.31368)  -0.067
C (-10.06172, 28.31403, -29.77588)  -0.323
N (-10.34581, 27.32515, -29.27727)  0.134
H (-9.00188, 29.27869, -31.20471)  0.080
H (-8.96859, 30.03658, -29.55162)  0.093
H (-10.51810, 30.00092, -30.60023)  0.084
C (-4.74440, 29.35753, -31.06973)  -0.080
C (-4.94543, 29.37017, -29.57674)  -0.244
N (-5.08848, 29.43712, -28.41065)  0.113
H (-3.75299, 29.51881, -31.49307)  0.077
H (-5.35225, 30.02377, -31.68190)  0.069
H (-5.10939, 28.38132, -31.38894)  0.069
O (-13.11980, 30.03469, -25.76034)  -0.299
S (-13.01834, 31.32034, -26.41200)  0.715
O (-11.77067, 31.65894, -27.16538)  -0.319
O (-14.37358, 31.33725, -27.42449)  -0.278
C (-15.66234, 31.40411, -26.97094)  -0.354
C (-16.56384, 31.06713, -28.12419)  -0.051
C (-13.44097, 32.68722, -25.17734)  -0.091
H (-15.90896, 32.41124, -26.63485)  0.112
H (-15.75629, 30.74562, -26.10742)  0.121
H (-17.16495, 30.21047, -27.81942)  0.078
H (-15.92314, 30.70261, -28.92715)  0.088
H (-17.25314, 31.85062, -28.43898)  0.080
H (-12.60504, 32.65265, -24.47868)  0.063
H (-14.36323, 32.46819, -24.63924)  0.062
H (-13.43825, 33.64872, -25.69078)  0.068
O (-7.78228, 27.66429, -40.06802)  -0.305
S (-8.29390, 26.35442, -39.66452)  0.651
O (-7.73793, 25.16321, -40.30731)  -0.296
O (-8.24556, 26.17108, -38.05930)  -0.275
C (-8.75524, 27.22116, -37.19783)  -0.237
C (-7.57555, 27.91638, -36.37384)  -0.050
C (-10.11513, 26.27240, -39.98468)  -0.094
H (-9.44956, 26.90074, -36.42109)  0.114
H (-9.23442, 27.97549, -37.82190)  0.099
H (-7.91189, 28.87570, -35.98055)  0.064
H (-6.72616, 28.17736, -37.00512)  0.073
H (-7.27442, 27.20702, -35.60296)  0.071
H (-10.75614, 26.58165, -39.15911)  0.059
H (-10.25444, 25.24434, -40.31901)  0.064
H (-10.24072, 27.02966, -40.75856)  0.063
O (-6.28016, 28.42587, -22.31420)  -0.307
S (-6.92468, 27.53437, -23.24276)  0.685
O (-6.02422, 26.70824, -24.05178)  -0.305
O (-7.92067, 26.54681, -22.31121)  -0.281
C (-7.55331, 25.95327, -21.12921)  -0.313
C (-6.67059, 24.72774, -21.35767)  -0.071
C (-8.25020, 28.44118, -24.18677)  -0.081
H (-8.48459, 25.55506, -20.72642)  0.121
H (-7.17358, 26.69002, -20.42133)  0.119
H (-5.70357, 24.91907, -21.82282)  0.074
H (-7.17699, 23.92614, -21.89533)  0.079
H (-6.43690, 24.27223, -20.39539)  0.072
H (-7.83115, 29.18678, -24.86245)  0.074
H (-8.85528, 28.88847, -23.39815)  0.063
H (-8.82981, 27.64506, -24.65403)  0.067


Record 3
Density functional theory data (the ωB97M-V functional and the def2-TZVPD basis) for C52H53HgN3OP2STe as an isolated structure in a non-equilibrium geometry.

Output
lowest unoccupied orbital energy (spin up / spin down): -0.042 / -0.014 Ha
largest force on an atom: 0.044 Eh/bohr
electronic energy: -3755.01222 hartree
frontier orbital gap (spin up / spin down): 5.51 / 6.16 eV

Each line ends with the Löwdin charge.
Atoms and positions in Å:
Hg (0.37157, -27.16901, -6.21047)  0.948
N (-0.80320, -30.58570, -5.04375)  0.074
C (-1.83074, -29.72851, -5.27910)  -0.698
N (-1.72741, -28.65697, -6.06939)  -0.009
C (-2.94888, -27.94472, -6.05884)  -0.287
C (-3.29755, -26.80102, -6.81490)  -0.029
C (-4.54840, -26.24395, -6.67546)  -0.099
C (-5.53222, -26.85412, -5.90001)  -0.094
C (-5.27724, -28.06944, -5.22843)  -0.093
C (-3.96892, -28.57201, -5.25394)  -0.480
S (-3.42495, -30.10424, -4.62839)  1.062
H (0.04145, -30.53002, -5.63185)  0.114
H (-1.05299, -31.55948, -4.69533)  0.128
H (-2.57949, -26.39722, -7.52223)  0.105
H (-4.80452, -25.35825, -7.26453)  0.106
H (-6.53169, -26.40239, -5.90174)  0.104
H (-6.07978, -28.55099, -4.65770)  0.108
C (0.19707, -23.12473, -2.76985)  -0.497
P (0.72475, -24.72358, -3.64405)  0.991
C (0.51932, -25.91077, -2.27834)  -0.379
C (0.83391, -25.58606, -0.96789)  -0.106
C (0.64641, -26.51657, 0.04741)  -0.084
C (0.20321, -27.79784, -0.25873)  -0.099
C (-0.06942, -28.17266, -1.57120)  -0.087
C (0.09819, -27.23451, -2.59118)  -0.106
C (2.53589, -24.54546, -3.80902)  -0.372
C (3.13023, -25.10625, -4.94254)  -0.145
C (4.48877, -25.14278, -5.12433)  -0.095
C (5.33548, -24.66232, -4.14170)  -0.089
C (4.80090, -24.08879, -2.99605)  -0.070
C (3.39790, -24.05917, -2.82948)  -0.085
P (0.02530, -21.69879, -3.97928)  1.002
C (0.11523, -20.26388, -2.89997)  -0.389
C (-0.91943, -19.95851, -2.00894)  -0.079
C (-0.84176, -18.83336, -1.17292)  -0.090
C (0.24385, -17.99799, -1.23704)  -0.086
C (1.23860, -18.24612, -2.20494)  -0.098
C (1.19028, -19.35789, -2.97545)  -0.115
C (-1.68608, -21.60072, -4.47469)  -0.431
C (-2.03726, -20.63944, -5.45964)  -0.085
C (-3.35093, -20.53028, -5.93246)  -0.096
C (-4.34721, -21.34644, -5.42720)  -0.114
C (-4.03720, -22.27393, -4.44665)  -0.081
C (-2.72084, -22.35511, -3.93011)  -0.101
H (1.02962, -22.86641, -2.12414)  0.020
H (-0.72343, -23.29818, -2.18728)  0.045
H (1.19789, -24.61431, -0.72879)  0.081
H (1.02784, -26.33037, 1.06833)  0.113
H (0.03938, -28.55435, 0.53809)  0.112
H (-0.34835, -29.19114, -1.82657)  0.098
H (-0.13502, -27.47761, -3.62530)  0.003
H (2.50733, -25.48826, -5.73284)  0.017
H (4.84668, -25.64738, -6.01836)  0.114
H (6.40436, -24.73397, -4.28691)  0.102
H (5.44102, -23.69177, -2.19488)  0.107
H (3.03343, -23.76000, -1.87639)  0.077
H (-1.75373, -20.67010, -1.88076)  0.110
H (-1.65909, -18.64433, -0.46709)  0.107
H (0.41037, -17.17928, -0.54677)  0.102
H (2.09660, -17.57840, -2.29664)  0.107
H (2.02812, -19.52238, -3.64703)  0.095
H (-1.26180, -20.04920, -5.95828)  0.110
H (-3.54195, -19.80718, -6.72156)  0.104
H (-5.36291, -21.23416, -5.82062)  0.106
H (-4.83197, -22.90653, -4.00336)  0.110
H (-2.51638, -23.10621, -3.16221)  0.092
C (2.13712, -27.33351, -10.44168)  -0.056
C (1.58151, -27.23921, -8.99330)  -0.750
O (1.01247, -28.26110, -8.46077)  -0.219
N (1.65877, -26.12644, -8.25389)  -0.257
Te (1.84733, -23.99606, -9.18265)  1.531
C (2.89476, -21.88311, -9.03947)  -0.261
C (3.27595, -21.28825, -7.82126)  -0.313
C (2.95766, -21.90376, -6.50258)  -0.093
C (3.97313, -20.06747, -7.81406)  -0.013
C (4.38902, -19.48609, -9.01568)  -0.274
C (5.13669, -18.18967, -9.05742)  -0.064
C (4.07746, -20.13854, -10.21024)  -0.036
C (3.32492, -21.29268, -10.25638)  -0.333
C (3.08417, -21.93847, -11.57406)  -0.107
C (-0.37919, -23.81078, -9.51828)  -0.280
C (-0.88842, -23.78246, -10.86602)  -0.297
C (-0.02012, -24.28105, -11.99370)  -0.085
C (-2.14121, -23.24914, -11.09025)  -0.017
C (-2.98264, -22.87974, -10.00063)  -0.268
C (-4.29879, -22.20512, -10.28331)  -0.061
C (-2.56651, -23.14689, -8.71110)  -0.019
C (-1.26436, -23.59358, -8.47042)  -0.316
C (-0.79210, -23.82097, -7.09163)  -0.126
H (2.60879, -28.32698, -10.51417)  0.076
H (2.83456, -26.51612, -10.66795)  0.036
H (1.30197, -27.29650, -11.16225)  0.068
H (1.96847, -22.38127, -6.55524)  0.024
H (2.93821, -21.13587, -5.71839)  0.058
H (3.77399, -22.64348, -6.24196)  0.098
H (4.19092, -19.58239, -6.86672)  0.110
H (5.34783, -17.85622, -8.03185)  0.073
H (4.53301, -17.39669, -9.51823)  0.080
H (6.08130, -18.25221, -9.65069)  0.091
H (4.40473, -19.69103, -11.15199)  0.118
H (3.60161, -21.35546, -12.33271)  0.070
H (2.00363, -21.96190, -11.77628)  0.063
H (3.47298, -22.99543, -11.62882)  0.078
H (0.50788, -25.21791, -11.74318)  0.049
H (0.79260, -23.55178, -12.22882)  0.056
H (-0.64503, -24.44897, -12.89525)  0.085
H (-2.54938, -23.14690, -12.09304)  0.113
H (-4.26174, -21.75238, -11.30496)  0.083
H (-4.58594, -21.42802, -9.54817)  0.076
H (-5.11600, -22.97132, -10.29157)  0.090
H (-3.25252, -22.91209, -7.90016)  0.108
H (-1.61877, -23.95918, -6.36241)  0.083
H (-0.18499, -23.00454, -6.70779)  0.045
H (-0.18276, -24.70876, -7.08719)  -0.028


Record 4
Density functional theory data (the ωB97M-V functional and the def2-TZVPD basis) for C12H26GaN2O2P2 as an isolated structure in a non-equilibrium geometry.

Output
lowest unoccupied orbital energy (spin up / spin down): -0.232 / -0.324 Ha
total charge: +2
⟨S²⟩: 0.78
largest force on an atom: 0.039 Eh/bohr
multiplicity: 2
electronic energy: -3339.70964 hartree
frontier orbital gap (spin up / spin down): 7.92 / 5.07 eV

Each line ends with the Löwdin charge.
Atoms and positions in Å:
Ga (-0.08369, 0.05137, -0.13235)  0.218
P (-1.90707, -1.47598, -0.43257)  0.960
P (-0.33762, 2.15334, -1.50925)  0.955
N (0.79901, -1.51565, 0.70267)  -0.189
N (1.76243, 0.77809, 0.18402)  -0.021
H (2.65098, -2.10962, 1.37549)  0.139
H (2.98973, 0.61667, 1.90963)  0.150
H (1.74769, -1.13189, 2.58827)  0.138
C (1.95284, -1.24680, 1.49420)  -0.242
H (3.58121, -0.28536, 0.48542)  0.148
C (2.67270, 0.02589, 1.03201)  -0.141
H (-0.27380, -2.61563, 2.12074)  0.130
H (3.16498, 2.27879, -0.10100)  0.154
C (0.12421, -2.69847, 1.08811)  -0.315
C (2.14267, 1.94209, -0.33194)  -0.184
H (-1.81149, -3.63207, 0.67314)  0.094
C (-1.06664, -3.01719, 0.15518)  -0.348
H (-0.71684, -3.54110, -0.74149)  0.077
H (-0.33573, 2.22609, -2.93155)  0.010
H (-1.05741, 3.33970, -1.14716)  -0.007
H (-2.44633, -1.77940, -1.72023)  0.003
H (-2.97394, -1.30745, 0.50839)  -0.006
O (0.11587, -0.34410, -2.83235)  -0.115
C (1.04147, -1.07147, -3.24876)  -0.427
C (0.76127, -2.47718, -3.71314)  0.015
C (2.47489, -0.62715, -3.29301)  0.011
H (0.80558, -3.53875, 1.12364)  0.124
H (0.19950, -3.00398, -2.93053)  0.082
H (0.14003, -2.45799, -4.61631)  0.113
H (1.69037, -3.00423, -3.92993)  0.090
H (2.71153, -0.01477, -2.41467)  0.071
H (3.14077, -1.49794, -3.33295)  0.096
H (2.65592, -0.02802, -4.19989)  0.119
C (1.31980, 2.70977, -1.14031)  -0.246
H (1.69204, 3.66435, -1.51376)  0.098
C (-2.21021, 1.18669, 3.47076)  0.030
C (-1.69057, 1.40955, 2.09599)  -0.378
C (-2.30369, 2.49746, 1.29931)  -0.012
O (-0.71847, 0.70435, 1.70098)  -0.029
H (-2.75262, 2.07443, 3.80183)  0.099
H (-1.39199, 0.96888, 4.16335)  0.115
H (-2.90814, 0.33570, 3.50123)  0.124
H (-1.54073, 3.20934, 0.95365)  0.084
H (-2.85915, 2.12039, 0.42776)  0.107
H (-3.01083, 3.04821, 1.93337)  0.105